#w
A single C6H8BrN molecule, computed with wB97M-V/def2-TZVPD.

Properties
- HOMO-LUMO gap (eV) = 8.397
- LUMO level (eV) = 0.1

Geometry (Å):
1 C -0.060 -1.452 -0.315
2 C 0.538 1.920 -0.284
3 C 2.444 0.758 0.695
4 C -0.741 1.097 -0.162
5 C -0.569 -0.208 0.478
6 C -1.453 -1.438 0.169
7 N 1.694 1.435 -0.041
8 Br 3.755 -0.396 -0.155
9 H 0.721 -2.087 0.261
10 H 0.430 2.951 -0.427
11 H -1.346 1.745 0.514
12 H -1.272 0.970 -1.211
13 H -0.334 -0.251 1.506
14 H 0.037 -1.636 -1.342
15 H -2.125 -1.359 -0.601
16 H -1.721 -2.050 0.916

=====

#x
A single C6H8BrN molecule, computed with wB97M-V/def2-TZVPD.

Properties
- HOMO-LUMO gap (spin up / spin down) (eV) = 8.145 / 8.146
- LUMO level (spin up / spin down) (eV) = -0.5 / -0.5

Geometry (Å):
1 C 2.715 -1.816 -0.191
2 C 1.125 -0.103 -0.952
3 C 0.703 -0.134 1.369
4 C 0.014 0.409 0.030
5 C 2.344 -0.460 -0.094
6 C -1.428 -0.047 -0.189
7 N 2.917 -2.915 -0.014
8 Br 3.831 0.652 0.113
9 H 0.886 -1.004 -1.436
10 H 1.329 0.691 -1.595
11 H 0.984 0.493 2.134
12 H 0.556 -1.180 1.354
13 H 0.049 1.448 0.008
14 H -1.657 -1.074 -0.260
15 H -1.811 0.377 -1.134
16 H -2.056 0.408 0.562

=====

Most stable: #x

=====

#w
A molecular structure, C25H38BN8OPdS2, computed with wB97M-V/def2-TZVPD.

Properties
- total charge = -1
- HOMO-LUMO gap (eV) = 5.844
- LUMO level (eV) = 2.5

Geometry (Å):
1 Pd -0.660 -0.173 -2.016
2 C -3.177 2.069 -2.698
3 C -2.494 2.436 -1.423
4 C -2.677 3.567 -0.603
5 C -1.808 3.386 0.454
6 C -1.617 4.255 1.654
7 N -1.139 2.230 0.246
8 N -1.565 1.647 -0.903
9 B -0.131 1.597 1.236
10 N -0.810 0.491 2.079
11 N -1.552 -0.482 1.500
12 C -1.962 -1.276 2.472
13 C -2.795 -2.481 2.167
14 C -1.489 -0.820 3.718
15 C -0.758 0.311 3.421
16 C -0.024 1.203 4.369
17 N 1.156 1.077 0.546
18 N 1.126 0.149 -0.440
19 C 2.369 -0.253 -0.641
20 C 2.692 -1.274 -1.683
21 C 3.243 0.432 0.226
22 C 2.431 1.266 0.968
23 C 2.838 2.232 2.036
24 H -2.956 2.784 -3.493
25 H -4.261 2.035 -2.561
26 H -2.819 1.088 -3.016
27 H -3.369 4.382 -0.741
28 H -2.290 5.110 1.587
29 H -0.592 4.624 1.732
30 H -1.838 3.714 2.575
31 H 0.222 2.464 1.989
32 H -3.331 -2.333 1.231
33 H -3.521 -2.668 2.960
34 H -2.176 -3.375 2.059
35 H -1.664 -1.241 4.695
36 H -0.335 0.975 5.388
37 H -0.221 2.258 4.174
38 H 1.055 1.052 4.310
39 H 1.950 -1.229 -2.483
40 H 2.674 -2.283 -1.264
41 H 3.685 -1.100 -2.104
42 H 4.315 0.335 0.302
43 H 3.926 2.237 2.110
44 H 2.431 1.964 3.010
45 H 2.504 3.247 1.818
46 C 2.220 -5.860 0.745
47 C 1.341 -4.976 -0.100
48 C 0.695 -3.872 0.457
49 C -0.071 -3.022 -0.323
50 C -0.221 -3.287 -1.677
51 C 0.402 -4.380 -2.251
52 C 1.182 -5.218 -1.461
53 S -1.149 -2.135 -2.721
54 C -2.771 -2.673 -2.115
55 O -1.071 -2.726 -4.090
56 H 1.910 -5.837 1.791
57 H 3.261 -5.530 0.705
58 H 2.189 -6.895 0.402
59 H 0.812 -3.660 1.515
60 H -0.526 -2.131 0.103
61 H 0.278 -4.548 -3.314
62 H 1.678 -6.072 -1.911
63 H -2.881 -3.747 -2.276
64 H -3.505 -2.116 -2.695
65 H -2.847 -2.404 -1.063
66 C 1.133 4.287 -0.972
67 N 0.537 3.572 -2.077
68 C 1.141 2.577 -2.751
69 N 2.452 2.351 -2.427
70 S 0.368 1.698 -3.944
71 H 0.459 5.090 -0.681
72 H 2.089 4.722 -1.271
73 H 1.285 3.644 -0.099
74 H -0.468 3.596 -2.169
75 H 2.696 2.419 -1.446
76 H 2.795 1.502 -2.848

=====

#x
A molecular structure, C25H38BN8OPdS2, computed with wB97M-V/def2-TZVPD.

Properties
- total charge = -1
- HOMO-LUMO gap (eV) = 5.672
- LUMO level (eV) = 2.6

Geometry (Å):
1 Pd 1.239 -0.412 -1.109
2 C 0.667 -3.892 -1.999
3 C -0.453 -3.474 -1.102
4 C -1.641 -4.161 -0.770
5 C -2.295 -3.330 0.119
6 C -3.598 -3.553 0.817
7 N -1.535 -2.225 0.279
8 N -0.412 -2.310 -0.470
9 B -1.794 -1.039 1.245
10 N -0.772 -1.027 2.402
11 N 0.558 -1.110 2.183
12 C 1.138 -1.089 3.369
13 C 2.625 -1.181 3.485
14 C 0.172 -0.975 4.391
15 C -1.035 -0.941 3.729
16 C -2.411 -0.829 4.300
17 N -1.798 0.317 0.487
18 N -0.711 0.798 -0.164
19 C -1.020 2.013 -0.590
20 C -0.019 2.856 -1.310
21 C -2.347 2.327 -0.234
22 C -2.802 1.222 0.457
23 C -4.153 0.992 1.055
24 H 0.295 -4.378 -2.903
25 H 1.328 -4.597 -1.488
26 H 1.255 -3.017 -2.279
27 H -1.969 -5.128 -1.117
28 H -4.022 -4.501 0.488
29 H -4.314 -2.757 0.603
30 H -3.468 -3.588 1.900
31 H -2.885 -1.184 1.724
32 H 3.030 -1.511 2.530
33 H 2.918 -1.899 4.254
34 H 3.074 -0.218 3.743
35 H 0.329 -0.935 5.458
36 H -2.346 -0.753 5.386
37 H -3.023 -1.697 4.050
38 H -2.930 0.055 3.927
39 H 0.723 2.218 -1.795
40 H 0.504 3.514 -0.614
41 H -0.500 3.487 -2.062
42 H -2.891 3.238 -0.431
43 H -4.779 1.864 0.867
44 H -4.103 0.830 2.131
45 H -4.636 0.116 0.618
46 C 3.266 5.483 -0.606
47 C 3.342 3.983 -0.733
48 C 3.110 3.159 0.367
49 C 3.125 1.780 0.248
50 C 3.382 1.191 -0.991
51 C 3.630 2.001 -2.092
52 C 3.602 3.381 -1.958
53 S 3.402 -0.603 -1.226
54 C 4.684 -0.882 0.038
55 O 4.142 -0.856 -2.499
56 H 3.369 5.792 0.435
57 H 2.305 5.857 -0.968
58 H 4.050 5.972 -1.187
59 H 2.897 3.608 1.332
60 H 2.891 1.159 1.105
61 H 3.835 1.524 -3.043
62 H 3.784 4.004 -2.829
63 H 5.558 -0.297 -0.249
64 H 4.915 -1.946 0.029
65 H 4.317 -0.585 1.017
66 C -3.226 -0.831 -2.428
67 N -1.844 -1.009 -2.812
68 C -1.063 -0.034 -3.298
69 N -1.691 1.157 -3.560
70 S 0.572 -0.258 -3.608
71 H -3.607 -1.793 -2.089
72 H -3.819 -0.492 -3.280
73 H -3.339 -0.117 -1.604
74 H -1.344 -1.796 -2.423
75 H -2.412 1.425 -2.902
76 H -1.029 1.893 -3.747

=====

Most stable: #w